Computed, not measured: the molecule C5H9NO in a non-equilibrium geometry, with wB97M-V/def2-TZVPD.

Largest force on an atom ... 2.27 eV Å⁻¹
Kohn-Sham gap (alpha / beta) ... 8.350 / 7.684 eV
Spin multiplicity ... 1
HOMO energy (alpha / beta) ... -8.797 / -8.091 eV
Energy relative to the best compared isomer or geometry (same formula, charge and spin) ... 127.1 kcal per mole

The geometry in XYZ format:
```
16
C5H9NO | the Open Molecules 2025 dataset | wB97M-V/def2-TZVPD
C -0.80 -1.55 0.32
C 0.09 -0.89 -0.70
N -0.54 -0.53 -1.88
C 0.31 0.65 -0.48
C -0.44 1.54 0.36
C 1.06 1.06 1.06
O 2.21 1.46 1.08
H -1.77 -1.04 0.37
H -1.00 -2.59 0.04
H -0.34 -1.56 1.31
H 1.07 -1.40 -0.77
H 0.15 -0.55 -2.65
H 0.97 1.14 -1.21
H -1.17 1.15 1.08
H -0.58 2.58 0.09
H 0.77 0.55 1.98
```

Mulliken atomic charges, in units of e: C -1.441; C 0.722; N -0.752; C -0.136; C -0.788; C -0.010; O -0.521; H 0.363; H 0.353; H 0.312; H 0.382; H 0.264; H 0.372; H 0.218; H 0.301; H 0.361

Computed, not measured: the molecule C4H10N2O in a non-equilibrium geometry, with wB97M-V/def2-TZVPD.

Largest force on an atom ... 1.26 eV Å⁻¹
Kohn-Sham gap ... 10.280 eV
SMILES string ... NC[C@@H](N)CC=O
Spin multiplicity ... 1
HOMO energy ... -9.434 eV
Energy relative to the best compared isomer or geometry (same formula, charge and spin) ... 41.5 kcal per mole

The geometry in XYZ format:
```
17
C4H10N2O | the Open Molecules 2025 dataset | wB97M-V/def2-TZVPD
N -1.38 1.92 0.75
C -0.71 0.65 0.98
C -0.02 0.05 -0.28
N 0.75 0.99 -1.06
C 0.82 -1.13 0.14
C 1.00 -2.21 -0.89
O 1.91 -3.00 -0.93
H -1.88 1.83 -0.13
H -2.07 2.17 1.45
H -1.44 -0.12 1.22
H 0.09 0.80 1.73
H -0.85 -0.31 -0.89
H 0.15 1.66 -1.52
H 1.43 1.49 -0.49
H 0.28 -1.72 0.94
H 1.74 -0.76 0.58
H 0.19 -2.32 -1.62
```

Mulliken atomic charges, in units of e: N -0.594; C -0.625; C -0.007; N -0.583; C -0.495; C -0.109; O -0.469; H 0.208; H 0.228; H 0.336; H 0.296; H 0.367; H 0.283; H 0.243; H 0.262; H 0.349; H 0.308